DFT (ωB97M-V/def2-TZVPD) results for a 2-piece molecular cluster, C3H10N2S overall at a distorted geometry.

The geometry in XYZ format:
```
16
Properties=species:S:1:pos:R:3:forces:R:3
N 0.65134 -1.47131 -0.46255 1.44 -0.24 1.80
C 0.21208 -2.63445 0.19057 -0.65 2.26 0.00
N -1.07355 -2.60981 0.32075 0.70 -1.45 -0.01
H -0.04511 -0.70241 -0.42919 0.31 -1.04 -0.34
H 1.54924 -1.17047 -0.06871 -0.11 -0.04 -0.71
H 1.00958 -3.33299 0.66293 -1.52 0.82 -1.26
H -1.48546 -3.52955 0.43851 -0.24 -0.09 0.49
H -2.41483 0.11859 1.43494 2.30 1.90 -1.46
C 0.54170 2.09261 -0.94471 0.36 0.72 -0.50
C 0.01492 1.79231 0.45372 0.38 -0.46 1.02
S -1.73190 1.03539 0.35953 -1.17 -1.30 0.36
H 0.30148 3.12317 -1.25812 -0.29 -0.59 0.04
H 0.20822 1.38625 -1.70064 0.01 -0.01 -0.11
H 1.65857 2.08838 -0.94098 -0.80 -0.30 0.28
H -0.08696 2.74905 1.00081 -0.05 -0.79 0.19
H 0.69069 1.06524 0.94313 -0.65 0.61 0.22
```
Positions in Å, forces in eV/Å.

The calculation puts the maximum force at 3.32 eV Å⁻¹. Its gap between HOMO and LUMO (alpha / beta) is 9.641 / 4.475 eV. Its charge is +1. Its HOMO energy (alpha / beta) is -14.343 / -13.219 eV. Its LUMO energy (alpha / beta) is -4.70 / -8.74 eV. Its expectation value of S² is 0.763. For the energy relative to the best compared isomer or geometry (same formula, charge and spin), the calculation gives 330.1 kJ/mol. The spin multiplicity is 2.

***

DFT (ωB97M-V/def2-TZVPD) results for a 2-piece molecular cluster, C3H10N3 overall at a distorted geometry.

The geometry in XYZ format:
```
16
Properties=species:S:1:pos:R:3:forces:R:3
C -2.62286 1.15258 -0.59049 -0.90 0.48 1.17
C -1.93089 0.09266 -0.91579 2.65 -2.41 0.12
C -0.44085 -0.28517 -0.42968 -2.41 -0.35 -1.74
N 0.03687 -1.44142 -0.95636 -2.51 1.76 -1.02
N 0.20886 0.43524 0.42572 -0.81 1.21 0.34
N 2.67843 -0.04605 1.30495 -0.69 1.81 -2.41
H -3.62879 1.15352 -0.96837 -0.32 0.28 -0.13
H -2.45749 1.90464 0.19744 0.57 -0.19 -0.77
H -2.43078 -0.74929 -1.46961 0.84 1.11 0.26
H -0.16632 -1.73953 -1.91242 -0.40 0.26 0.73
H 0.83815 -1.79567 -0.59162 2.85 -1.15 1.11
H 1.32857 0.26164 0.77236 -1.20 -0.01 -0.49
H -0.39896 1.26499 0.66949 1.48 -1.14 0.17
H 3.25310 0.76983 1.22543 0.28 0.68 0.08
H 3.24375 -0.77739 1.01644 1.16 -1.93 -0.97
H 2.48922 -0.20059 2.22250 -0.60 -0.41 3.55
```
Positions in Å, forces in eV/Å.

The calculation puts the maximum force at 3.63 eV Å⁻¹. Its gap between HOMO and LUMO is 11.129 eV. Its charge is +1. Its HOMO energy is -14.581 eV. Its LUMO energy is -3.45 eV. For the energy relative to the best compared isomer or geometry (same formula, charge and spin), the calculation gives 156.5 kJ/mol.